Entry 1:
ORCA calculation (ωB97M-V/def2-TZVPD) on an isolated molecule of C9H8N2Se at a distorted geometry.

- Kohn-Sham gap (alpha / beta): 6.468 / 6.469 eV
- E_HOMO (alpha / beta): -7.4 / -7.4 eV
- E_tot: -77782.573 eV
- ΔE to the lowest compared entry with this formula, charge and spin: 3.631 eV

Last columns: bonded neighbours and bond lengths (Å).
Atoms and positions in Å:
1 C -0.99 -1.78 -2.02  C5 1.338, N10 1.170
2 C -0.05 -3.35 1.31  C3 1.443, C4 1.349, H13 1.081
3 C -0.41 -3.32 -0.09  C2 1.443, C5 1.331, H14 1.091
4 C 0.12 -2.35 2.20  C2 1.349, N11 1.357, H15 1.081
5 C -0.64 -2.23 -0.81  C1 1.338, C3 1.331
6 C -0.15 -0.19 1.07  N11 1.197, Se12 1.781
7 C 1.43 3.61 -1.22  C8 1.325, H16 1.076, H17 1.078
8 C 0.16 3.38 -0.91  C7 1.325, C9 1.474, H18 1.082
9 C -0.26 2.49 0.19  C8 1.474, Se12 2.058, H19 1.088, H20 1.089
10 N -1.25 -1.08 -2.93  C1 1.170
11 N 0.02 -1.02 1.92  C4 1.357, C6 1.197
12 Se -0.54 0.57 -0.49  C6 1.781, C9 2.058
13 H 0.07 -4.35 1.72  C2 1.081
14 H -0.48 -4.30 -0.55  C3 1.091
15 H 0.36 -2.54 3.23  C4 1.081
16 H 1.71 4.26 -2.04  C7 1.076
17 H 2.23 3.15 -0.68  C7 1.078
18 H -0.63 3.85 -1.48  C8 1.082
19 H 0.51 2.40 0.95  C9 1.088
20 H -1.20 2.79 0.63  C9 1.089

---

Entry 2:
ORCA calculation (ωB97M-V/def2-TZVPD) on an isolated molecule of C9H9BO4 at a distorted geometry.

- Kohn-Sham gap: 9.057 eV
- E_HOMO: -8.9 eV
- Structure (SMILES): O=C(O)/C=C/c1cccc(B(O)O)c1
- E_tot: -18348.128 eV
- ΔE to the lowest compared entry with this formula, charge and spin: 0.000 eV

Last columns: bonded neighbours and bond lengths (Å).
Atoms and positions in Å:
1 O -1.24 -1.61 4.11  C2 1.226
2 C -1.89 -0.73 3.55  O1 1.226, O3 1.351, C4 1.460
3 O -3.04 -0.23 4.05  C2 1.351, H15 0.972
4 C -1.42 -0.24 2.26  C2 1.460, C5 1.346, H16 1.073
5 C -0.53 -1.00 1.60  C4 1.346, C6 1.484, H17 1.059
6 C 0.03 -0.78 0.24  C5 1.484, C7 1.386, C14 1.405
7 C 0.34 -1.92 -0.48  C6 1.386, C8 1.392, H18 1.054
8 C 0.90 -1.78 -1.75  C7 1.392, C9 1.386, H19 1.104
9 C 1.11 -0.50 -2.25  C8 1.386, C10 1.373, H20 1.083
10 C 0.79 0.63 -1.55  C9 1.373, B11 1.589, C14 1.366
11 B 1.15 2.02 -2.22  C10 1.589, O12 1.408, O13 1.370
12 O 2.35 2.13 -2.95  B11 1.408, H21 0.960
13 O 0.34 3.11 -2.01  B11 1.370, H22 0.973
14 C 0.23 0.50 -0.31  C6 1.405, C10 1.366, H23 1.070
15 H -3.15 -0.62 4.94  O3 0.972
16 H -1.98 0.53 1.76  C4 1.073
17 H -0.23 -1.86 2.14  C5 1.059
18 H 0.17 -2.88 -0.08  C7 1.054
19 H 1.24 -2.67 -2.31  C8 1.104
20 H 1.68 -0.37 -3.17  C9 1.083
21 H 2.53 3.02 -3.24  O12 0.960
22 H 0.61 3.87 -2.55  O13 0.973
23 H -0.04 1.38 0.24  C14 1.070

---

> Which of these has the highest ΔE to the lowest compared entry with this formula, charge and spin?

C9H8N2Se

---

> Which value of ΔE to the lowest compared entry with this formula, charge and spin does entry 2 give?

0.000 eV